(1)
11
Properties=species:S:1:pos:R:3 method="wB97M-V/def2-TZVPD" lumo_energy_ev="-13.04 / -13.05" total_charge=+2 spin_multiplicity=2 s_squared=0.757
H -1.32 0.51 1.37
C 1.68 -1.16 -0.20
C 0.38 -0.83 0.00
C -0.03 0.30 0.81
C -0.92 1.29 0.25
O -1.56 1.20 -0.79
Cd -2.98 1.92 -1.81
H 2.49 -0.58 0.24
H -0.41 -1.40 -0.50
H 1.95 -1.98 -0.87
H 0.71 0.74 1.49



(2)
13
Properties=species:S:1:pos:R:3 method="wB97M-V/def2-TZVPD" lumo_energy_ev="-6.01 / -6.01" de_lowest_kj_mol=0.00 total_charge=+1
O -1.51 1.13 -2.89
C -2.57 1.28 -3.25
Cd 0.51 0.70 -2.41
O 2.35 1.35 -0.33
C 1.78 0.41 -0.81
O 0.46 0.12 -0.31
C 0.06 0.11 1.07
C -0.21 -1.33 1.44
H 0.81 0.56 1.73
H -0.85 0.73 1.15
H 0.74 -1.87 1.58
H -0.79 -1.36 2.37
H -0.77 -1.83 0.64



(3)
13
Properties=species:S:1:pos:R:3 method="wB97M-V/def2-TZVPD" lumo_energy_ev="-10.08 / -9.74" total_charge=+2 spin_multiplicity=2 s_squared=0.756
O -2.50 0.97 -0.96
C -2.81 -0.10 -0.65
C -3.05 -1.23 0.06
H -3.42 -2.05 -0.58
H -3.55 -1.03 1.01
C 0.88 0.03 0.52
O 1.36 -0.90 -0.18
Ce -0.64 -2.12 0.76
O 1.60 1.12 0.71
C 2.81 1.29 -0.04
H 3.55 0.53 0.25
H 2.61 1.21 -1.11
H 3.17 2.29 0.21



(4)
10
Properties=species:S:1:pos:R:3 method="wB97M-V/def2-TZVPD" lumo_energy_ev=1.12 de_lowest_kj_mol=85.84
C -0.96 -0.26 0.52
C -0.20 -1.14 -0.08
C -0.16 0.93 0.19
C 0.72 -0.05 -0.61
Cl 2.42 0.19 0.11
H -1.94 -0.32 0.87
H -0.27 -2.14 -0.07
H -0.76 1.71 -0.36
H 0.30 1.24 1.12
H 0.85 -0.15 -1.69



(5)
10
Properties=species:S:1:pos:R:3 method="wB97M-V/def2-TZVPD" lumo_energy_ev=0.36 de_lowest_kj_mol=78.22 smiles="C=CC(=C)Cl"
C -0.31 0.70 -1.40
C -0.47 0.84 -0.06
C 0.13 -0.13 0.82
C 0.63 -1.31 0.65
Cl -0.35 0.29 2.47
H 0.21 -0.15 -1.71
H -0.60 1.34 -2.09
H -0.90 1.83 0.36
H 0.83 -2.10 1.40
H 0.84 -1.33 -0.42



(6)
10
Properties=species:S:1:pos:R:3 method="wB97M-V/def2-TZVPD" lumo_energy_ev=1.03 de_lowest_kj_mol=47.81 smiles="C=C/C=C/Cl"
C -0.88 0.06 1.37
C 0.35 0.10 0.88
C 0.70 0.43 -0.50
C 0.32 -0.43 -1.43
Cl 0.01 0.05 -3.17
H -1.11 -0.13 2.39
H -1.82 0.13 0.77
H 1.18 -0.20 1.50
H 1.09 1.43 -0.68
H 0.15 -1.45 -1.14



(7)
20
Properties=species:S:1:pos:R:3 method="wB97M-V/def2-TZVPD" lumo_energy_ev=0.16 de_lowest_kj_mol=35.38 smiles=ClC(Cl)Cl.ClC(Cl)Cl.ClC(Cl)Cl.ClCCl
Cl -2.48 0.60 2.74
C -1.30 -0.42 1.90
Cl 0.38 -0.30 2.73
Cl -1.18 -0.02 0.28
H -1.61 -1.46 2.02
Cl -3.21 4.07 -0.62
C -1.70 3.93 -1.55
Cl -1.98 2.94 -2.98
Cl -0.29 3.29 -0.50
H -1.34 4.88 -1.94
Cl -0.42 -3.99 2.41
C 0.92 -3.85 1.22
Cl 1.32 -5.36 0.50
Cl 2.29 -3.22 2.05
H 0.63 -3.11 0.48
Cl 2.11 -1.20 -1.20
C 1.94 0.52 -1.65
Cl 2.23 0.84 -3.41
H 0.94 0.89 -1.41
H 2.75 0.98 -1.08



(8)
16
Properties=species:S:1:pos:R:3 method="wB97M-V/def2-TZVPD" lumo_energy_ev=-0.99 de_lowest_kj_mol=0.00 smiles="CCSC(=O)[C@@](F)(Cl)[N+](=O)[O-]"
C -1.48 0.06 -2.66
C -2.17 0.69 -1.45
S -2.22 -0.49 -0.08
C -0.58 -0.47 0.59
O 0.28 0.26 0.09
C -0.21 -1.22 1.90
F -1.36 -1.83 2.37
Cl 1.06 -2.46 1.58
N 0.27 -0.29 2.95
O -0.27 0.80 3.06
O 1.18 -0.69 3.71
H -2.05 -0.85 -2.95
H -1.53 0.72 -3.51
H -0.40 -0.16 -2.50
H -1.60 1.58 -1.14
H -3.18 0.93 -1.68



(9)
13
Properties=species:S:1:pos:R:3 method="wB97M-V/def2-TZVPD" lumo_energy_ev="-5.99 / -5.99" de_lowest_kj_mol=190.26 total_charge=+1
Cl -0.16 -2.38 0.36
C -0.94 -1.56 -0.92
C -1.23 -0.24 -0.98
N -1.25 0.61 0.10
C -0.53 1.11 1.02
N 0.87 0.90 1.12
C 1.53 0.33 0.13
I 3.57 0.05 0.04
H -1.20 -2.04 -1.88
H -1.81 0.11 -1.99
H -1.08 1.55 1.84
H 1.33 1.29 1.88
H 0.91 0.25 -0.74



(10)
12
Properties=species:S:1:pos:R:3 method="wB97M-V/def2-TZVPD" lumo_energy_ev=0.11 de_lowest_kj_mol=373.02
C -1.07 0.09 -0.80
C 1.41 -0.03 0.30
C 0.37 0.04 1.39
C 0.01 -0.57 0.07
N -0.90 1.19 -2.90
N -0.98 0.62 -1.90
Cl -2.79 -0.27 -0.37
H 1.58 0.98 -0.22
H 2.17 -0.80 0.40
H 0.43 -0.61 2.36
H 0.06 0.94 1.72
H -0.28 -1.59 -0.05



(11)
13
Properties=species:S:1:pos:R:3 method="wB97M-V/def2-TZVPD" lumo_energy_ev=0.10 de_lowest_kj_mol=33.30 smiles="O=c1cncc[nH]1.Cl"
O -0.93 -2.02 0.16
C 0.00 -1.24 0.16
C 1.42 -1.54 0.13
N 2.36 -0.66 0.15
C 2.03 0.65 0.20
C 0.73 1.06 0.20
N -0.25 0.14 0.17
H 1.71 -2.58 0.09
H 2.85 1.35 0.22
H 0.43 2.10 0.23
H -1.23 0.41 0.17
Cl -5.36 0.06 0.06
H -4.55 -0.92 -0.12



(12)
16
Properties=species:S:1:pos:R:3 method="wB97M-V/def2-TZVPD" lumo_energy_ev=0.49 de_lowest_kj_mol=0.00 smiles="CN(C=O)OC(=O)Cl.C#[N+][O-]"
C 0.72 -0.68 1.07
N -0.12 0.03 0.21
C -0.08 1.16 -0.51
O -0.93 1.61 -1.22
O -1.39 -0.66 0.08
C -2.34 -0.18 0.90
O -2.30 0.73 1.65
Cl -3.76 -1.04 0.44
H 0.24 -0.48 1.99
H 0.89 -1.75 0.97
H 1.74 -0.08 0.99
H 0.91 1.59 -0.36
C -3.14 -0.03 -3.03
N -3.07 -1.20 -2.95
O -3.12 -2.36 -3.18
H -3.39 0.82 -2.49



(13)
13
Properties=species:S:1:pos:R:3 method="wB97M-V/def2-TZVPD" lumo_energy_ev=0.21 de_lowest_kj_mol=202.77 smiles="SC1(Cl)N=CCC=N1"
S 2.66 -1.21 -0.30
C 1.95 0.46 0.23
Cl 3.36 1.72 0.50
N 1.35 0.29 1.45
C 0.13 0.02 1.51
C -0.73 -0.09 0.30
C -0.04 0.94 -0.78
N 1.19 1.04 -0.83
H 2.20 -1.09 -1.48
H -0.28 0.18 2.46
H -0.57 -1.07 -0.26
H -1.74 0.30 0.49
H -0.71 1.01 -1.63



(14)
11
Properties=species:S:1:pos:R:3 method="wB97M-V/def2-TZVPD" lumo_energy_ev=0.16 de_lowest_kj_mol=36.24
C -1.30 -0.18 -0.17
C 0.15 0.04 -0.03
C 1.12 -0.66 -0.83
O 0.92 -1.40 -1.75
C 0.70 0.76 0.95
Cl -0.34 1.58 2.05
H -1.94 0.55 0.45
H -1.65 -1.24 -0.05
H -1.65 0.06 -1.16
H 2.20 -0.38 -0.43
H 1.78 0.87 0.97



(15)
13
Properties=species:S:1:pos:R:3 method="wB97M-V/def2-TZVPD" lumo_energy_ev=-1.00 de_lowest_kj_mol=273.73
C 0.67 2.56 0.57
O 0.48 1.36 -0.41
C 0.31 0.07 0.07
C 1.23 -0.84 0.00
Cl 2.89 -0.58 -0.15
C -1.14 -0.32 0.09
S -1.50 -2.00 0.18
S -2.18 0.97 -0.28
H 0.58 3.37 -0.33
H 1.52 2.52 1.35
H -0.16 2.56 1.28
H 0.89 -1.90 0.56
H -3.21 0.29 0.14



(16)
11
Properties=species:S:1:pos:R:3 method="wB97M-V/def2-TZVPD" lumo_energy_ev=-1.20 de_lowest_kj_mol=111.81 smiles="S=C/C=C/CCl"
S 3.07 -1.06 -0.08
C 2.10 0.22 -0.49
C 0.63 0.36 -0.28
C -0.28 -0.40 0.33
C -1.69 0.07 0.49
Cl -2.82 -0.94 -0.48
H 2.50 0.99 -1.14
H 0.28 1.16 -0.90
H 0.04 -1.41 0.74
H -1.81 1.13 0.29
H -2.03 -0.13 1.52



(17)
13
Properties=species:S:1:pos:R:3 method="wB97M-V/def2-TZVPD" lumo_energy_ev="-17.24 / -20.29" total_charge=+4 spin_multiplicity=5 s_squared=6.024
H -1.36 -1.20 1.55
C -0.35 -1.55 1.27
C 0.06 -1.39 -0.09
O 0.42 -1.96 2.15
Li 0.37 -2.65 3.86
H -0.73 -1.35 -0.84
H 0.98 -1.89 -0.40
C 1.00 1.17 -0.86
C 0.01 2.01 -1.13
O -1.05 2.41 -1.50
Er -2.49 4.22 -2.33
H 1.55 0.79 -1.72
H 1.58 1.39 0.04



| no. | E_tot (eV) |
| --- | --- |
| 1 | -10815.1090 |
| 2 | -14924.8347 |
| 3 | -23279.6967 |
| 4 | -16749.2338 |
| 5 | -16749.3127 |
| 6 | -16749.6280 |
| 7 | -141975.1715 |
| 8 | -37933.0823 |
| 9 | -27822.4964 |
| 10 | -19728.0788 |
| 11 | -21779.0922 |
| 12 | -27916.3443 |
| 13 | -30564.7953 |
| 14 | -18797.8236 |
| 15 | -40465.9863 |
| 16 | -27585.1935 |
| 17 | -36097.1751 |